1.
{"formula": "C10H12O", "method": "ωB97M-V/def2-TZVPD", "de_lowest_kcal_mol": 85.8, "e_tot_ha": -463.34851, "lumo_ev": 0.01, "spin_multiplicity": 1, "species": ["C", "C", "C", "C", "C", "C", "C", "O", "C", "C", "C", "H", "H", "H", "H", "H", "H", "H", "H", "H", "H", "H", "H"], "xyz": [[-3.23855, -0.29789, 0.10554], [-1.81009, -0.19095, 0.02566], [-0.96515, -1.25557, -0.00140], [0.44575, -1.22661, 0.06881], [1.25622, -2.32589, -0.16065], [1.17858, 0.03307, 0.04170], [2.63971, 0.25861, -0.08704], [3.40315, -0.60626, 0.32766], [0.29830, 1.13208, 0.10634], [0.98686, 2.48436, 0.00839], [-1.10613, 1.09358, 0.01501], [-3.77927, -1.10115, -0.55212], [-3.59751, -0.43257, 1.19663], [-3.70632, 0.57651, -0.30821], [-1.30995, -2.39839, 0.20989], [0.62935, -3.23196, -0.73569], [1.44078, -2.66134, 1.11030], [2.35321, -2.02647, -0.68677], [3.10267, 1.33883, -0.57662], [1.74533, 2.80370, 0.80879], [0.24048, 3.28409, -0.11058], [1.56048, 2.78217, -0.90463], [-1.76792, 1.96803, 0.09899]], "forces_ev_per_angstrom": [[-3.68, -1.46, 0.23], [3.44, 2.08, -0.20], [0.76, -4.35, 1.72], [0.10, 4.98, -1.73], [2.80, -5.91, 0.99], [-3.48, 0.05, 0.23], [1.41, 0.30, 0.29], [-0.13, 1.51, -0.79], [0.65, 1.79, -1.39], [0.46, 2.59, 0.06], [-0.72, -1.87, 0.86], [1.52, 0.86, 1.38], [0.50, 0.19, -1.72], [-0.21, 0.82, 0.25], [0.19, 2.82, -1.02], [2.01, 2.23, 1.65], [0.15, 0.20, -3.87], [-3.33, -1.49, 1.68], [-1.44, -2.94, 1.23], [-1.45, -0.80, -0.63], [-0.11, -0.17, 0.84], [-0.26, -1.33, 0.18], [0.81, -0.08, -0.21]]}

***

2.
{"formula": "C5H9ClOS", "method": "ωB97M-V/def2-TZVPD", "de_lowest_kcal_mol": 81.0, "e_tot_ha": -1129.37741, "lumo_ev": [0.59, 0.01], "spin_multiplicity": 1, "species": ["C", "C", "C", "C", "C", "O", "S", "Cl", "H", "H", "H", "H", "H", "H", "H", "H", "H"], "xyz": [[1.20069, 1.42224, 0.79083], [2.71028, 1.08903, 0.65276], [1.15140, -0.78003, 0.38787], [0.23764, -1.97283, 0.10579], [-2.66102, 0.21170, -1.06061], [0.48390, 0.32688, 0.95528], [2.75818, -0.43978, -0.06625], [-3.28699, -0.13756, 0.58646], [0.99812, 2.13722, 1.58608], [0.67519, 1.98072, -0.21641], [3.25290, 1.99170, 0.25453], [-2.56714, -0.79326, -1.60875], [0.78118, -2.57597, -0.50042], [-0.72856, -1.58405, -0.43706], [0.03391, -2.46308, 1.02776], [-3.34368, 0.87914, -1.55237], [-1.69599, 0.70793, -0.90550]], "forces_ev_per_angstrom": [[1.15, 4.53, -2.52], [-1.12, 2.01, -0.63], [-1.55, 0.48, -0.35], [-1.22, 3.93, 0.35], [0.60, -1.49, 0.01], [-0.27, -5.07, 0.30], [-1.31, 0.10, 0.59], [-0.05, 0.01, -0.21], [0.13, -0.03, 0.18], [1.65, -0.85, 1.74], [0.02, -1.54, 0.41], [-0.08, 1.73, 0.73], [1.29, -2.21, -1.98], [1.85, -0.91, 1.21], [-0.62, -0.47, 0.68], [-0.29, 0.10, -0.24], [-0.19, -0.31, -0.29]]}

***

3.
{"formula": "C3H12NO4", "method": "ωB97M-V/def2-TZVPD", "de_lowest_kcal_mol": 24.8, "e_tot_ha": -476.98785, "lumo_ev": -3.23, "spin_multiplicity": 1, "total_charge": 1, "species": ["O", "C", "O", "C", "C", "N", "H", "H", "H", "H", "H", "H", "H", "H", "H", "H", "O", "H", "H", "O"], "xyz": [[-0.76863, 1.15127, -1.39987], [-0.63612, 1.55620, -0.28706], [-0.48105, 2.83920, 0.05539], [-0.68788, 0.74789, 1.01803], [-2.09266, 0.26288, 1.35614], [0.30823, -0.41832, 0.82463], [-0.45297, 3.52533, -0.62702], [-0.32036, 1.42473, 1.78226], [-2.85808, 0.72237, 0.73549], [-2.20015, -0.82230, 1.33683], [-2.33024, 0.55273, 2.37979], [-0.18669, -1.25925, 0.54570], [0.69387, -0.55025, 1.75582], [1.01639, -0.08433, 0.17647], [2.96963, -2.11427, 0.04683], [1.70810, -2.72497, -0.66151], [2.03728, -1.98243, -0.14555], [0.83027, -0.94682, -3.46782], [2.17817, -0.80231, -2.80394], [1.27291, -1.07736, -2.62060]], "forces_ev_per_angstrom": [[0.17, -0.59, 0.07], [-0.54, 1.08, -0.23], [0.22, 0.30, 0.98], [0.08, -0.19, -1.04], [-0.22, 0.10, 0.71], [-1.55, 2.26, 1.41], [-0.16, -0.57, -0.53], [0.33, -0.34, 0.18], [0.11, -0.14, -0.23], [0.03, 0.01, -0.32], [0.01, -0.02, 0.00], [0.40, -0.09, -0.53], [0.49, -0.54, -0.19], [0.29, -1.01, -0.33], [0.00, -0.39, -0.15], [0.38, 0.00, -0.24], [0.08, 0.12, 0.47], [-0.13, -0.01, 0.09], [0.02, -0.08, 0.10], [0.01, 0.10, -0.25]]}

***

4.
{"formula": "C37H33N6O6Re", "method": "ωB97M-V/def2-TZVPD", "de_lowest_kcal_mol": 18.7, "e_tot_ha": -2287.89821, "lumo_ev": [-4.10, -4.02], "spin_multiplicity": 2, "total_charge": 1, "species": ["Re", "O", "C", "N", "C", "C", "C", "C", "C", "C", "N", "C", "O", "C", "C", "C", "C", "C", "N", "C", "C", "C", "C", "C", "N", "H", "H", "H", "H", "H", "H", "H", "H", "H", "H", "H", "H", "C", "O", "C", "C", "O", "C", "H", "H", "H", "H", "H", "H", "H", "H", "H", "H", "O", "C", "N", "C", "C", "O", "N", "C", "C", "C", "C", "C", "C", "C", "C", "C", "C", "C", "C", "H", "H", "H", "H", "H", "H", "H", "H", "H", "H", "H"], "xyz": [[0.99576, 1.23827, 0.42576], [1.36182, 0.57018, 4.40384], [1.54039, 0.66698, 3.22639], [0.97724, 1.64453, 2.36393], [1.27042, 2.97490, 2.77305], [1.29933, 3.46429, 4.07445], [1.65049, 4.79044, 4.27207], [1.96584, 5.62043, 3.20037], [1.92975, 5.13971, 1.90183], [1.58650, 3.80836, 1.70868], [1.45180, 3.13022, 0.45931], [0.95009, 3.93735, -0.59088], [1.46177, 4.91985, -1.04647], [-0.41016, 3.44468, -0.98730], [-1.27273, 4.19748, -1.74520], [-2.58694, 3.75633, -1.87166], [-2.97188, 2.61104, -1.20222], [-2.02748, 1.89594, -0.47926], [-0.75521, 2.28117, -0.40434], [2.60477, -0.10419, 2.49295], [3.50577, -0.92007, 3.13601], [4.59015, -1.39429, 2.41326], [4.73563, -1.02432, 1.08405], [3.76771, -0.23126, 0.49986], [2.70734, 0.20212, 1.18910], [1.04145, 2.82561, 4.90482], [1.67219, 5.18406, 5.27959], [2.24396, 6.65017, 3.37852], [2.18057, 5.77193, 1.06318], [-0.91847, 5.12040, -2.18303], [-3.30216, 4.32240, -2.45321], [-3.98986, 2.24788, -1.22699], [-2.31149, 1.00642, 0.06145], [3.35476, -1.13534, 4.18435], [5.33112, -2.02240, 2.88994], [5.58984, -1.33904, 0.50147], [3.82277, 0.08156, -0.53089], [1.95515, 1.87425, -2.65826], [1.95936, 0.72646, -1.79187], [1.80612, -0.47096, -2.60160], [2.34139, -1.71400, -1.94259], [1.68612, -1.95419, -0.72567], [2.04525, -3.19808, -0.14706], [2.61368, 1.69379, -3.50785], [2.35239, 2.71587, -2.10329], [0.94472, 2.07620, -3.01801], [2.38553, -0.32113, -3.51530], [0.75585, -0.57343, -2.86177], [3.42749, -1.65075, -1.79052], [2.17265, -2.53564, -2.65456], [1.71139, -4.02952, -0.77544], [1.55373, -3.25819, 0.82255], [3.12939, -3.26528, -0.00459], [0.27918, -1.41543, 2.54001], [-0.37983, -1.36765, 1.52536], [-1.37400, -2.22331, 1.17696], [-1.87525, -2.00490, -0.16568], [-0.97107, -0.83703, -0.58764], [-0.99679, -0.30481, -1.67622], [-0.22246, -0.41333, 0.49352], [-1.74745, -3.26077, -1.01992], [-0.96210, -3.34042, -2.16071], [-0.88379, -4.53189, -2.87341], [-1.58191, -5.65086, -2.44984], [-2.37804, -5.57317, -1.31369], [-2.46646, -4.38288, -0.61194], [-3.30246, -1.45366, -0.17466], [-3.90433, -1.00447, 0.99384], [-5.17337, -0.43634, 0.95364], [-5.84040, -0.30778, -0.25429], [-5.23597, -0.75055, -1.42599], [-3.97382, -1.32019, -1.38803], [-1.49574, -3.08319, 1.68616], [-0.42381, -2.47175, -2.50853], [-0.27800, -4.58046, -3.76976], [-1.51842, -6.57653, -3.00637], [-2.93933, -6.43692, -0.98248], [-3.11869, -4.32192, 0.25352], [-3.38694, -1.09816, 1.94017], [-5.63798, -0.10118, 1.87181], [-6.83163, 0.12558, -0.28405], [-5.75618, -0.66046, -2.37086], [-3.50599, -1.66478, -2.30186]], "forces_ev_per_angstrom": [[0.55, -0.14, -0.30], [0.05, 0.04, 0.05], [-0.09, -0.01, -0.11], [0.14, 0.04, 0.32], [-0.13, -0.17, 0.06], [0.00, 0.04, 0.00], [0.00, -0.02, 0.00], [0.01, 0.01, -0.01], [-0.02, 0.00, 0.02], [-0.07, -0.01, -0.14], [0.02, 0.15, 0.11], [-0.12, 0.08, -0.06], [0.07, -0.03, -0.02], [0.05, -0.05, 0.03], [-0.04, 0.02, -0.01], [0.00, 0.01, -0.01], [0.00, 0.01, 0.01], [0.02, 0.02, 0.04], [-0.07, 0.02, 0.02], [-0.05, 0.09, -0.06], [0.04, -0.03, 0.01], [0.00, -0.01, 0.06], [0.00, 0.02, -0.04], [0.00, -0.02, 0.06], [-0.04, 0.03, -0.03], [0.00, -0.01, 0.00], [0.00, 0.00, -0.01], [0.00, 0.00, 0.00], [0.00, 0.00, 0.00], [-0.01, 0.00, 0.00], [0.01, 0.00, 0.00], [0.00, 0.01, 0.00], [-0.01, 0.05, -0.01], [0.01, 0.00, 0.00], [0.00, 0.00, 0.00], [0.00, -0.01, 0.01], [0.01, 0.01, 0.01], [0.09, -0.01, 0.01], [-0.18, 0.03, 0.03], [0.02, 0.01, 0.00], [0.01, -0.09, -0.03], [0.05, -0.07, -0.11], [0.01, -0.04, 0.01], [-0.01, -0.01, -0.01], [-0.01, 0.03, 0.05], [0.00, 0.01, -0.01], [0.00, 0.01, 0.00], [-0.01, 0.00, 0.02], [-0.01, 0.01, 0.00], [-0.02, -0.01, 0.03], [0.01, 0.00, -0.02], [0.02, 0.01, 0.00], [-0.01, 0.00, -0.01], [0.01, -0.02, 0.03], [-0.05, 0.18, -0.11], [0.10, -0.09, 0.01], [0.09, -0.10, -0.04], [0.02, 0.07, 0.16], [0.04, -0.03, -0.07], [-0.41, -0.08, -0.02], [-0.04, 0.01, 0.06], [0.02, -0.01, 0.01], [0.01, 0.00, -0.01], [-0.01, 0.00, 0.01], [0.01, 0.00, -0.02], [-0.01, -0.01, 0.01], [-0.02, 0.03, 0.00], [-0.02, 0.02, 0.02], [0.02, 0.00, 0.00], [0.01, 0.00, 0.00], [-0.01, 0.00, 0.00], [0.01, -0.01, 0.00], [-0.02, 0.00, -0.01], [0.00, 0.01, 0.00], [0.00, 0.00, 0.01], [0.00, 0.01, 0.00], [0.00, 0.01, 0.00], [0.01, 0.01, 0.00], [-0.01, 0.00, -0.01], [0.00, 0.00, -0.01], [0.00, 0.00, 0.00], [0.01, 0.00, 0.00], [0.00, 0.00, 0.01]]}

***

5.
{"formula": "C32H40FeN2O4S2", "method": "ωB97M-V/def2-TZVPD", "de_lowest_kcal_mol": 17.3, "e_tot_ha": -3713.85505, "lumo_ev": [2.71, 2.71], "spin_multiplicity": 6, "total_charge": -1, "species": ["Fe", "C", "O", "C", "C", "O", "C", "C", "O", "C", "H", "H", "H", "H", "H", "H", "H", "H", "H", "H", "H", "H", "H", "H", "C", "C", "N", "N", "C", "S", "S", "C", "C", "C", "C", "C", "C", "C", "C", "C", "C", "C", "C", "C", "O", "H", "H", "H", "H", "H", "H", "H", "H", "H", "H", "H", "H", "H", "H", "C", "C", "C", "C", "C", "C", "C", "C", "C", "C", "H", "H", "H", "H", "H", "H", "H", "H", "H", "H", "H", "H"], "xyz": [[0.26169, -0.27822, -0.13316], [2.73209, 0.82308, -2.14476], [2.39419, -0.34042, -1.43166], [2.55349, -1.53522, -2.15516], [2.49899, -2.67332, -1.14006], [1.23859, -2.67142, -0.51286], [1.21119, -3.43342, 0.67434], [-0.09821, -3.20182, 1.41904], [-0.14441, -1.87802, 1.88784], [-1.30761, -1.61622, 2.63184], [3.77769, 0.78208, -2.48356], [2.59189, 1.64418, -1.44236], [2.06639, 0.96988, -3.00076], [3.53649, -1.55142, -2.65836], [1.75779, -1.63552, -2.90736], [3.28349, -2.49922, -0.39256], [2.67629, -3.64002, -1.63866], [2.04149, -3.13232, 1.32544], [1.30219, -4.50642, 0.43334], [-0.14841, -3.89902, 2.27304], [-0.95341, -3.37522, 0.75114], [-1.33361, -2.23092, 3.54294], [-2.20201, -1.81722, 2.03444], [-1.27451, -0.56032, 2.89524], [-0.77281, 3.73698, 2.12094], [-0.67061, 2.66898, 1.04944], [0.16689, 1.67588, 1.20064], [0.93529, 1.74348, 2.33034], [1.91369, 0.93298, 2.51674], [2.52889, -0.33792, 1.60294], [2.76999, 1.28278, 4.07074], [3.27299, 3.02668, 3.72804], [4.32269, 3.05108, 2.67704], [5.64709, 2.79048, 3.01864], [6.63119, 2.74138, 2.05174], [6.30519, 2.94808, 0.72104], [4.99109, 3.21018, 0.37084], [4.00409, 3.26028, 1.33894], [-1.50881, 2.80898, -0.11856], [-2.60861, 3.67558, -0.07016], [-3.45211, 3.88498, -1.13746], [-3.20311, 3.22758, -2.34046], [-2.12331, 2.39078, -2.44636], [-1.24971, 2.11588, -1.35736], [-0.27321, 1.30988, -1.53866], [0.15839, 3.76458, 2.67844], [-1.57721, 3.48038, 2.81444], [-0.96521, 4.71848, 1.69234], [3.64279, 3.40898, 4.67734], [2.36269, 3.54098, 3.43124], [5.89349, 2.61018, 4.05624], [7.65509, 2.54308, 2.33644], [7.07069, 2.89438, -0.03846], [4.73179, 3.37728, -0.66696], [2.97669, 3.45048, 1.05684], [-2.82931, 4.20098, 0.84684], [-4.30801, 4.54328, -1.03416], [-3.86281, 3.38128, -3.18826], [-1.92141, 1.87148, -3.37506], [-1.27541, -2.99612, -2.43176], [-2.31261, -2.00092, -1.89916], [-2.72191, -1.11702, -3.09376], [-1.75041, -1.18152, -0.77106], [-3.51951, -2.68982, -1.29886], [-4.71251, -1.99122, -1.07536], [-5.80771, -2.59102, -0.49626], [-5.75421, -3.91982, -0.09406], [-4.57601, -4.62342, -0.27986], [-3.48271, -4.02422, -0.87676], [-0.48161, -2.43872, -2.91986], [-1.71741, -3.68492, -3.15286], [-0.81831, -3.56112, -1.62836], [-1.84221, -0.59202, -3.45276], [-3.46051, -0.37242, -2.82146], [-3.12481, -1.73162, -3.89906], [-2.53501, -0.51972, -0.36506], [-4.78461, -0.95102, -1.35536], [-6.72001, -2.02392, -0.36286], [-6.61501, -4.39082, 0.36314], [-4.51281, -5.66022, 0.03144], [-2.59061, -4.61232, -1.02356]], "forces_ev_per_angstrom": [[-0.61, 0.47, -0.02], [-0.06, 0.30, -0.07], [-0.21, -0.28, -0.03], [-0.02, -0.36, 0.21], [0.18, 0.22, -0.28], [-0.14, 0.26, -0.09], [-0.24, -0.11, 0.47], [0.15, -0.12, -0.25], [0.26, -0.11, -0.10], [-0.17, 0.08, 0.02], [-0.09, -0.02, 0.09], [0.05, 0.04, -0.14], [-0.01, 0.03, 0.02], [-0.21, -0.02, 0.08], [0.09, -0.03, 0.01], [0.01, -0.05, -0.04], [0.01, 0.11, 0.04], [-0.02, -0.06, -0.04], [-0.01, 0.13, 0.04], [0.02, 0.02, -0.16], [0.02, -0.08, 0.03], [0.03, 0.06, -0.04], [-0.06, 0.02, -0.04], [-0.05, -0.01, 0.07], [0.26, -0.02, -0.09], [0.71, -0.20, 0.65], [-0.17, -0.58, -1.02], [-0.29, 0.68, 0.82], [-0.01, 0.00, 0.13], [-0.33, -0.17, -0.70], [0.24, 0.26, 0.16], [-0.48, -0.65, 0.17], [0.22, 0.07, -0.19], [-0.10, 0.07, -0.01], [0.10, 0.01, 0.04], [-0.02, 0.00, -0.09], [0.08, 0.03, -0.19], [-0.08, 0.04, 0.17], [-0.26, -0.39, -0.74], [-0.14, 0.08, -0.01], [-0.32, 0.22, 0.19], [0.13, -0.05, -0.05], [-0.14, -0.03, -0.21], [0.16, 0.11, 0.26], [0.56, -0.52, 0.16], [-0.15, 0.01, 0.07], [0.01, 0.07, 0.04], [-0.10, -0.06, -0.03], [-0.03, 0.09, 0.04], [0.07, 0.16, 0.03], [0.04, -0.03, 0.09], [0.08, -0.04, 0.00], [0.08, 0.03, -0.09], [-0.01, -0.03, -0.03], [-0.08, -0.02, 0.02], [0.00, 0.00, 0.12], [0.07, -0.02, 0.01], [0.04, -0.02, -0.02], [0.07, -0.02, 0.03], [-0.28, 0.03, 0.10], [0.17, 0.04, -0.08], [0.03, -0.12, 0.17], [1.15, 0.90, 0.68], [-0.31, -0.52, 0.06], [0.26, 0.09, -0.19], [-0.25, -0.22, 0.13], [-0.02, 0.02, 0.07], [-0.26, -0.21, 0.12], [0.09, 0.33, -0.20], [0.13, 0.09, -0.07], [-0.04, -0.08, -0.12], [0.09, -0.12, 0.10], [0.14, 0.11, -0.05], [-0.08, 0.16, 0.04], [-0.09, -0.09, -0.16], [-0.01, -0.11, -0.10], [0.05, 0.09, -0.04], [-0.03, 0.05, 0.04], [-0.01, -0.02, 0.00], [0.01, 0.00, 0.01], [0.13, -0.03, -0.03]]}